Version one
33
Properties=species:S:1:pos:R:3 method="wB97M-V/def2-TZVPD" lumo_energy_ev=-0.635 charge=0 spin_multiplicity=1 orbital_gap_ev=10.490 smiles=O.O.O.O.O.O.O.O.O.O.O
O -0.134 0.274 0.140
H -0.610 1.054 0.448
H 0.789 0.553 0.125
O 0.436 3.573 -0.226
H -0.506 3.442 -0.070
H 0.649 4.367 0.276
O 3.422 -1.076 2.057
H 2.842 -0.702 1.385
H 3.075 -1.964 2.200
O 2.653 1.420 -2.369
H 2.780 0.465 -2.413
H 2.308 1.570 -1.482
O -2.257 0.256 -1.069
H -2.738 1.009 -0.708
H -1.492 0.652 -1.501
O 3.741 -2.998 -0.406
H 3.949 -3.610 0.310
H 2.788 -2.870 -0.335
O 0.012 -2.218 -1.082
H 0.488 -1.944 -1.874
H 0.692 -2.252 -0.400
O -3.517 -3.082 -0.498
H -3.834 -3.306 -1.380
H -3.458 -2.120 -0.508
O -4.902 1.345 0.232
H -5.153 1.535 1.143
H -4.392 0.530 0.295
O -1.811 -0.337 2.074
H -1.587 0.571 2.308
H -2.624 -0.254 1.563
O 3.182 2.105 0.529
H 2.758 1.290 0.820
H 2.451 2.724 0.418

Version two
33
Properties=species:S:1:pos:R:3 method="wB97M-V/def2-TZVPD" lumo_energy_ev=0.049 charge=0 spin_multiplicity=1 orbital_gap_ev=10.529 smiles=O.O.O.O.O.O.O.O.O.O.O
O 0.271 0.003 -0.424
H -0.364 -0.653 -0.218
H 0.648 0.284 0.415
O -0.796 1.327 3.172
H -1.651 1.282 2.732
H -0.280 0.867 2.564
O 1.594 0.926 1.647
H 1.702 1.695 2.280
H 2.151 0.219 1.988
O -2.276 1.050 0.696
H -3.143 1.125 1.133
H -2.443 0.875 -0.235
O 0.443 2.009 -2.259
H 0.536 1.374 -1.525
H 1.312 1.980 -2.661
O 0.840 -3.208 -0.124
H 1.292 -3.802 0.439
H 1.014 -3.620 -0.939
O -1.583 -2.053 -0.584
H -0.751 -2.507 -0.503
H -1.670 -1.806 -1.486
O -1.156 -1.503 2.220
H -1.607 -1.707 1.414
H -1.681 -0.785 2.552
O -0.747 3.158 0.649
H -0.565 3.454 1.561
H -0.895 2.232 0.755
O 0.587 -0.944 -3.534
H 1.367 -0.615 -3.032
H 0.122 -0.144 -3.829
O 2.663 -0.526 -1.815
H 3.111 0.306 -1.797
H 1.945 -0.297 -1.237

Top of the stability list: version two, leading by 0.0751 hartree.

Version one
156
Properties=species:S:1:pos:R:3 method="wB97M-V/def2-TZVPD" lumo_energy_ev=0.378 charge=0 spin_multiplicity=1 orbital_gap_ev=9.318 smiles=C1CCOC1.C1CCOC1.C1CCOC1.C1CCOC1.C1CCOC1.C1CCOC1.C1CCOC1.C1CCOC1.C1CCOC1.C1CCOC1.C1CCOC1.C1CCOC1
C 0.192 -0.329 6.845
C -0.904 -0.081 5.839
C -0.464 -0.973 4.655
O 0.515 -1.876 5.142
C 0.573 -1.778 6.559
H -0.129 -0.189 7.877
H 1.071 0.271 6.596
H -1.029 0.964 5.558
H -1.880 -0.396 6.216
H -0.105 -0.369 3.817
H -1.316 -1.539 4.274
H 1.499 -2.061 7.059
H -0.178 -2.460 6.986
C 1.178 -2.102 -3.783
C 1.249 -1.372 -5.115
C -0.046 -1.688 -5.832
O -1.000 -1.897 -4.777
C -0.330 -2.089 -3.521
H 1.666 -1.642 -2.924
H 1.546 -3.131 -3.773
H 2.157 -1.631 -5.659
H 1.216 -0.308 -4.859
H 0.004 -2.589 -6.450
H -0.404 -0.845 -6.422
H -0.729 -3.000 -3.073
H -0.620 -1.229 -2.906
C -0.258 4.884 2.446
C -1.343 3.886 2.171
C -1.745 3.446 3.588
O -1.424 4.571 4.432
C -0.802 5.607 3.665
H -0.117 5.538 1.582
H 0.687 4.410 2.706
H -1.124 3.016 1.551
H -2.215 4.392 1.747
H -1.175 2.578 3.934
H -2.809 3.246 3.712
H 0.035 6.041 4.215
H -1.539 6.379 3.432
C 5.696 2.007 -1.224
C 4.243 2.510 -1.268
C 3.963 2.736 -2.762
O 4.778 1.770 -3.412
C 5.989 1.693 -2.702
H 5.815 1.090 -0.651
H 6.329 2.811 -0.851
H 4.081 3.389 -0.646
H 3.610 1.697 -0.904
H 4.160 3.777 -3.042
H 2.934 2.530 -3.052
H 6.727 2.415 -3.082
H 6.467 0.722 -2.843
C -1.885 -3.585 2.289
C -2.537 -3.981 3.592
C -4.003 -4.061 3.222
O -4.181 -3.002 2.296
C -2.909 -2.527 1.851
H -1.884 -4.387 1.544
H -0.843 -3.273 2.347
H -2.387 -3.231 4.374
H -2.109 -4.889 4.027
H -4.692 -3.966 4.063
H -4.183 -5.057 2.791
H -2.731 -1.545 2.304
H -2.892 -2.399 0.769
C 0.857 -4.788 0.110
C 1.425 -6.076 0.694
C 0.121 -6.769 1.091
O -0.821 -6.446 0.073
C -0.365 -5.285 -0.653
H 1.550 -4.290 -0.571
H 0.616 -4.112 0.928
H 2.101 -5.825 1.515
H 2.029 -6.718 0.049
H -0.206 -6.388 2.067
H 0.183 -7.855 1.163
H -1.122 -4.500 -0.690
H -0.092 -5.616 -1.655
C -0.100 1.080 -0.517
C 1.144 0.218 -0.568
C 0.623 -1.184 -0.178
O -0.775 -1.003 0.018
C -1.060 0.329 0.407
H -0.578 1.074 -1.501
H 0.085 2.119 -0.237
H 1.878 0.535 0.179
H 1.604 0.297 -1.553
H 1.086 -1.619 0.718
H 0.808 -1.984 -0.899
H -0.846 0.550 1.462
H -2.093 0.587 0.191
C -1.161 2.128 -5.419
C -1.558 3.590 -5.306
C -3.049 3.507 -5.003
O -3.124 2.405 -4.124
C -2.271 1.379 -4.639
H -0.196 1.928 -4.955
H -1.158 1.709 -6.427
H -1.323 4.230 -6.157
H -1.027 4.029 -4.457
H -3.618 3.280 -5.913
H -3.395 4.411 -4.503
H -2.911 0.655 -5.161
H -1.929 0.768 -3.797
C 5.323 -2.997 0.906
C 5.417 -1.564 0.360
C 4.126 -1.377 -0.435
O 3.716 -2.685 -0.823
C 4.095 -3.591 0.208
H 5.217 -2.947 1.986
H 6.225 -3.546 0.631
H 6.298 -1.427 -0.270
H 5.503 -0.839 1.170
H 4.229 -0.741 -1.315
H 3.347 -0.920 0.186
H 4.197 -4.567 -0.261
H 3.314 -3.622 0.980
C 3.643 2.880 2.558
C 2.236 2.291 2.789
C 2.535 0.784 2.939
O 3.700 0.547 2.164
C 4.546 1.663 2.331
H 3.957 3.416 3.453
H 3.622 3.581 1.723
H 1.505 2.441 1.990
H 1.750 2.735 3.659
H 1.762 0.169 2.481
H 2.650 0.547 4.002
H 5.222 1.790 1.482
H 5.223 1.527 3.185
C -3.716 -1.085 -1.956
C -4.209 -2.527 -1.851
C -5.664 -2.358 -1.444
O -6.091 -1.133 -2.078
C -4.964 -0.328 -2.405
H -2.908 -0.989 -2.679
H -3.392 -0.682 -0.996
H -3.589 -3.118 -1.176
H -4.146 -3.013 -2.828
H -5.724 -2.236 -0.358
H -6.364 -3.102 -1.814
H -4.980 0.680 -1.984
H -4.944 -0.193 -3.491
C -2.644 5.442 -1.498
C -2.245 3.973 -1.325
C -3.574 3.290 -0.994
O -4.298 4.298 -0.289
C -4.095 5.518 -0.987
H -2.617 5.746 -2.545
H -2.092 6.110 -0.838
H -1.557 3.909 -0.482
H -1.675 3.593 -2.172
H -3.435 2.483 -0.275
H -4.114 2.929 -1.870
H -4.268 6.339 -0.291
H -4.843 5.652 -1.779

Version two
156
Properties=species:S:1:pos:R:3 method="wB97M-V/def2-TZVPD" lumo_energy_ev=0.378 charge=0 spin_multiplicity=1 orbital_gap_ev=9.637 smiles=C1CCOC1.C1CCOC1.C1CCOC1.C1CCOC1.C1CCOC1.C1CCOC1.C1CCOC1.C1CCOC1.C1CCOC1.C1CCOC1.C1CCOC1.C1CCOC1
C 5.755 -2.596 2.011
C 5.177 -3.895 1.432
C 4.604 -3.403 0.127
O 4.022 -2.137 0.439
C 4.842 -1.496 1.398
H 6.817 -2.496 1.787
H 5.685 -2.639 3.099
H 4.375 -4.214 2.100
H 5.856 -4.735 1.297
H 3.872 -4.040 -0.373
H 5.341 -3.271 -0.677
H 4.305 -0.988 2.204
H 5.448 -0.691 0.967
C 1.671 -3.731 -5.128
C 1.977 -2.614 -4.154
C 2.015 -3.287 -2.792
O 2.191 -4.686 -3.080
C 1.375 -4.943 -4.209
H 2.548 -4.062 -5.688
H 0.892 -3.565 -5.873
H 1.259 -1.791 -4.191
H 2.930 -2.181 -4.468
H 1.108 -3.277 -2.176
H 2.876 -3.038 -2.169
H 0.315 -5.028 -3.943
H 1.713 -5.860 -4.691
C -3.380 0.000 3.004
C -2.568 -0.154 1.678
C -2.555 -1.630 1.390
O -3.733 -2.115 2.034
C -3.725 -1.497 3.308
H -4.351 0.466 2.889
H -2.736 0.441 3.759
H -1.555 0.215 1.857
H -3.018 0.371 0.835
H -1.693 -2.250 1.676
H -2.665 -1.926 0.344
H -3.067 -1.944 4.055
H -4.748 -1.413 3.671
C -0.757 5.686 -1.230
C 0.402 5.168 -0.387
C 0.584 6.215 0.724
O -0.656 6.983 0.752
C -1.542 6.458 -0.217
H -1.312 4.827 -1.608
H -0.452 6.310 -2.071
H 1.354 5.019 -0.898
H 0.122 4.216 0.071
H 1.287 7.008 0.463
H 0.884 5.721 1.649
H -2.107 7.297 -0.638
H -2.308 5.865 0.297
C 3.137 2.310 2.715
C 3.775 3.559 2.100
C 3.092 4.673 2.928
O 1.872 4.103 3.428
C 1.707 2.764 3.024
H 3.607 1.895 3.612
H 3.251 1.440 2.059
H 3.496 3.562 1.046
H 4.859 3.503 2.169
H 2.814 5.512 2.288
H 3.617 5.001 3.824
H 1.020 2.807 2.162
H 1.228 2.036 3.685
C 3.557 2.333 -3.155
C 3.770 1.451 -1.929
C 5.294 1.428 -1.696
O 5.879 2.132 -2.788
C 4.930 3.036 -3.304
H 2.819 3.118 -2.971
H 3.129 1.724 -3.952
H 3.360 0.442 -1.894
H 3.329 1.988 -1.083
H 5.750 0.461 -1.503
H 5.453 2.040 -0.797
H 5.136 3.151 -4.368
H 4.977 3.967 -2.729
C -3.550 -1.633 -3.435
C -2.711 -1.142 -4.583
C -2.169 -2.435 -5.180
O -1.960 -3.271 -4.040
C -2.819 -2.883 -2.979
H -4.566 -1.886 -3.756
H -3.673 -0.902 -2.633
H -1.949 -0.418 -4.281
H -3.299 -0.589 -5.324
H -1.171 -2.385 -5.620
H -2.893 -2.884 -5.869
H -2.262 -2.606 -2.070
H -3.429 -3.678 -2.540
C -5.425 2.994 -2.945
C -4.265 2.338 -3.701
C -3.129 2.293 -2.696
O -3.821 2.000 -1.481
C -5.000 2.827 -1.500
H -6.366 2.474 -3.103
H -5.502 4.062 -3.146
H -3.885 2.804 -4.615
H -4.624 1.340 -3.959
H -2.542 3.220 -2.704
H -2.404 1.507 -2.913
H -4.797 3.782 -1.003
H -5.707 2.315 -0.846
C 1.067 0.081 0.539
C 0.172 0.917 -0.397
C -0.478 -0.097 -1.324
O -0.367 -1.386 -0.688
C 0.873 -1.343 -0.011
H 0.821 0.312 1.575
H 2.128 0.311 0.410
H 0.685 1.651 -1.023
H -0.571 1.429 0.216
H 0.077 -0.286 -2.255
H -1.494 0.181 -1.606
H 1.690 -1.605 -0.684
H 0.862 -2.011 0.853
C 0.400 -1.835 4.517
C 1.092 -3.075 3.986
C 2.409 -3.203 4.825
O 2.401 -2.117 5.734
C 1.072 -1.603 5.851
H -0.686 -1.867 4.639
H 0.508 -0.951 3.881
H 1.486 -2.846 2.988
H 0.553 -4.006 3.816
H 3.235 -3.160 4.119
H 2.378 -4.140 5.387
H 1.039 -0.561 6.162
H 0.640 -2.241 6.633
C -2.485 3.899 2.047
C -1.764 3.357 3.262
C -2.873 3.578 4.282
O -4.039 3.105 3.611
C -3.874 3.289 2.186
H -1.950 3.560 1.158
H -2.576 4.981 2.146
H -0.818 3.842 3.509
H -1.573 2.282 3.225
H -2.940 4.615 4.636
H -2.743 3.055 5.234
H -4.620 3.937 1.730
H -3.802 2.310 1.707
C -1.689 -4.820 0.068
C -3.196 -4.770 0.173
C -3.527 -6.216 -0.214
O -2.597 -6.466 -1.316
C -1.373 -5.791 -1.097
H -1.192 -5.116 0.993
H -1.254 -3.837 -0.148
H -3.792 -4.146 -0.487
H -3.428 -4.606 1.225
H -4.472 -6.372 -0.732
H -3.434 -6.930 0.608
H -0.966 -5.184 -1.903
H -0.631 -6.459 -0.650

Top of the stability list: version one, leading by 0.0748 hartree.

Version one
13
Properties=species:S:1:pos:R:3 method="wB97M-V/def2-TZVPD" lumo_energy_ev=3.094 charge=-1 spin_multiplicity=1 orbital_gap_ev=6.801
C -0.338 0.552 0.887
S 1.377 1.074 1.144
C 0.957 2.898 1.065
H -0.598 -0.456 1.105
H -0.765 1.255 1.555
H -0.941 0.752 -0.052
H 1.894 3.492 1.248
H 0.271 3.497 1.852
H 0.617 3.087 0.079
O -2.096 -2.770 -1.419
C -0.977 -2.298 -1.324
O -0.423 -1.365 -1.995
H -0.203 -2.641 -0.554

Version two
13
Properties=species:S:1:pos:R:3 method="wB97M-V/def2-TZVPD" lumo_energy_ev=3.637 charge=-1 spin_multiplicity=1 orbital_gap_ev=7.922
S -2.130 0.951 -1.821
C -1.187 -0.368 -2.628
H -1.436 0.957 -0.662
H -1.634 -0.513 -3.626
H -1.248 -1.320 -2.074
H -0.125 -0.101 -2.754
O -0.316 0.967 1.221
O 0.978 -0.626 0.238
C 0.633 0.136 1.182
C 1.467 0.009 2.487
H 1.005 -0.762 3.126
H 2.506 -0.293 2.268
H 1.487 0.961 3.042

Top of the stability list: version two, leading by 0.0585 hartree.

Version one
13
Properties=species:S:1:pos:R:3 method="wB97M-V/def2-TZVPD" lumo_energy_ev=3.396 charge=-1 spin_multiplicity=1 orbital_gap_ev=7.698
C -0.908 0.877 -1.210
C -0.806 -0.429 -0.370
S -2.242 -0.597 0.938
H -0.908 1.722 -0.502
H -1.905 0.667 -1.649
H -0.427 1.177 -2.107
H -1.031 -1.351 -0.899
H 0.069 -0.443 0.399
H -1.773 0.216 1.965
O 2.350 -0.595 -0.401
C 2.496 -0.522 0.886
O 1.610 -1.112 1.686
H 3.475 0.389 1.265

Version two
13
Properties=species:S:1:pos:R:3 method="wB97M-V/def2-TZVPD" lumo_energy_ev=3.329 charge=-1 spin_multiplicity=1 orbital_gap_ev=7.453
C 0.323 1.144 0.135
S 2.050 0.677 0.003
C 1.802 -1.111 -0.197
H -0.206 0.561 0.874
H -0.218 1.073 -0.802
H 0.290 2.206 0.402
H 1.117 -1.408 0.583
H 1.368 -1.363 -1.159
H 2.770 -1.585 -0.059
O -1.618 -1.404 -0.345
C -2.434 -0.475 -0.201
O -2.710 0.202 0.813
H -2.994 -0.131 -1.121

Top of the stability list: version two, leading by 0.0770 hartree.

Version one
8
Properties=species:S:1:pos:R:3 method="wB97M-V/def2-TZVPD" lumo_energy_ev="-0.437 / -0.438" charge=0 spin_multiplicity=1 orbital_gap_ev="9.219 / 9.218" smiles="FC=S.FC=S"
F 3.575 1.175 0.918
C 2.596 0.468 0.283
S 1.171 1.103 -0.050
H 2.949 -0.485 0.193
F -2.482 0.674 -0.894
C -2.505 -0.597 -0.461
S -2.736 -0.951 1.097
H -2.568 -1.389 -1.085

Version two
8
Properties=species:S:1:pos:R:3 method="wB97M-V/def2-TZVPD" lumo_energy_ev=0.693 charge=0 spin_multiplicity=1 orbital_gap_ev=9.343 smiles="F/C(S)=C(/F)S"
F 0.928 -1.354 -0.726
C -0.079 -0.639 -0.281
S -1.614 -1.407 -0.439
C 0.076 0.619 0.084
F -1.016 1.333 0.374
S 1.526 1.611 0.001
H -1.032 -2.582 -0.090
H 1.209 2.420 1.077

Top of the stability list: version two, leading by 0.0273 hartree.